# 1
C4H11NS | wB97M-V/def2-TZVPD

Each line ends with the Löwdin charge.
Geometry (Å):
C1 0.122 -4.101 -1.667  -0.18
C2 0.376 -2.770 -1.022  -0.59
S1 -0.884 -2.266 0.265  0.60
H1 0.907 -4.847 -1.545  0.07
H2 -0.003 -4.007 -2.748  0.07
H3 -0.798 -4.546 -1.286  0.06
H4 0.456 -1.925 -1.702  0.05
H5 1.278 -2.749 -0.412  0.05
C3 -0.348 4.150 0.938  -0.12
C4 -0.881 2.883 0.896  0.22
N1 0.899 4.514 1.183  0.23
H6 -1.038 4.991 0.904  0.15
H7 -1.920 2.606 0.840  0.11
H8 -0.202 2.057 1.109  0.10
H9 1.614 3.839 1.435  0.16
H10 -0.590 -3.244 1.169  -0.14
H11 1.011 5.415 1.643  0.16

Output
Net charge: +1
Total energy (eV): -16642.56872
ΔE to the lowest compared entry with this formula, charge and spin (kcal/mol): 15.9
Kohn-Sham gap (alpha / beta) (eV): 7.093 / 3.282
<S²>: 0.763
Spin multiplicity: 2
HOMO (alpha / beta) (eV): -11.271 / -11.270

# 2
C4H11NS2 | wB97M-V/def2-TZVPD

Each line ends with the Löwdin charge.
Geometry (Å):
C1 3.748 1.265 -0.141  -0.07
C2 -2.583 -0.631 1.119  -0.13
C3 3.043 0.123 -0.135  -0.07
C4 -1.567 0.370 0.542  -0.73
N1 -0.421 -0.220 -0.032  -0.52
S1 -2.539 1.468 -0.756  0.62
S2 -0.595 -1.417 -1.044  0.89
H1 4.767 1.185 -0.443  0.03
H2 3.367 2.234 0.067  0.03
H3 -0.083 -1.035 -2.346  -0.01
H4 -2.701 -1.364 0.463  0.00
H5 -2.265 -1.000 1.999  0.04
H6 -3.494 -0.178 1.307  0.05
H7 1.990 -0.124 0.020  0.01
H8 3.725 -0.715 0.013  0.04
H9 -1.304 1.223 1.237  0.10
H10 -3.595 0.809 -1.199  -0.20
H11 0.508 -1.992 -0.672  -0.07

Output
Net charge: 0
Total energy (eV): -27482.17514
ΔE to the lowest compared entry with this formula, charge and spin (kcal/mol): 117.4
Kohn-Sham gap (eV): 8.596
Spin multiplicity: 1
HOMO (eV): -8.390